[1]
The following is a quantum chemistry calculation of a 2-piece molecular cluster, C3H7NOS overall at a distorted geometry, from the Open Molecules 2025 dataset.

```
13
Properties=species:S:1:pos:R:3:mulliken_charge:R:1
O -0.60 1.33 2.08 -0.412
C -0.05 0.86 1.12 0.266
C -1.14 0.18 0.10 0.063
C -0.24 -0.70 0.90 -0.513
S 1.96 -1.12 -1.50 -0.702
N -0.84 0.27 -1.20 -0.199
H 0.75 1.51 0.77 0.450
H -2.18 0.07 0.38 0.379
H 0.45 -1.16 0.21 -0.036
H -0.26 -1.02 1.93 0.304
H 3.29 -1.19 -1.48 0.069
H -1.15 1.11 -1.70 0.275
H 0.01 -0.14 -1.60 0.057
```

Results
molar mass = 105.16 g/mol
relative energy (zero: lowest compared OMol25 entry of this formula, charge and spin) = 594.4 kJ/mol
frontier orbital gap = 4.365 eV
LUMO = -3.06 eV
HOMO = -7.4 eV
charge = 0
2S+1 = 1

***

[2]
The following is a quantum chemistry calculation of a 2-piece molecular cluster, C3H7NOS overall at a distorted geometry, from the Open Molecules 2025 dataset.

```
13
Properties=species:S:1:pos:R:3:mulliken_charge:R:1
C -0.49 0.48 1.59 -1.030
C 0.32 0.46 0.35 0.106
N 0.55 -0.57 -0.36 -0.258
C 1.36 -0.60 -1.59 -0.827
H -1.06 -0.42 1.65 0.254
H -1.28 1.25 1.63 0.332
H 0.12 0.62 2.49 0.270
H 0.48 1.54 0.05 0.276
H 2.46 -0.87 -1.32 0.252
H 1.12 -1.40 -2.25 0.291
H 1.38 0.30 -2.17 0.367
O 1.51 -3.85 -0.30 -0.315
S 0.85 -3.42 0.92 0.281
```

Results
molar mass = 105.16 g/mol
relative energy (zero: lowest compared OMol25 entry of this formula, charge and spin) = 349.7 kJ/mol
frontier orbital gap (spin up / spin down) = 7.625 / 7.616 eV
LUMO (spin up / spin down) = -0.89 / -0.90 eV
HOMO (spin up / spin down) = -8.5 / -8.5 eV
charge = 0
2S+1 = 1

***

[3]
The following is a quantum chemistry calculation of C3H7NOS as an isolated structure at a distorted geometry, from the Open Molecules 2025 dataset.

```
13
Properties=species:S:1:pos:R:3:mulliken_charge:R:1
C 2.32 -0.01 0.13 -0.786
C -0.72 -0.20 -0.12 0.551
C -1.93 -0.99 -0.04 -0.870
H 2.22 0.11 1.21 0.297
H 2.39 0.90 -0.52 0.248
H 3.05 -0.74 0.03 0.355
H -2.40 -0.99 1.40 0.193
H -2.69 -0.16 -0.43 0.324
H -1.76 -2.41 -0.20 0.257
H -0.33 2.65 -0.44 0.356
N -1.10 1.05 -0.35 -0.409
O 0.16 1.82 -0.19 -0.406
S 0.79 -1.03 -0.47 -0.111
```

Results
molar mass = 105.16 g/mol
relative energy (zero: lowest compared OMol25 entry of this formula, charge and spin) = 636.7 kJ/mol
frontier orbital gap = 9.035 eV
LUMO = 0.39 eV
HOMO = -8.6 eV
charge = 0
2S+1 = 1

***

[4]
The following is a quantum chemistry calculation of an isolated molecule of C3H7NOS at a distorted geometry, from the Open Molecules 2025 dataset.

```
13
Properties=species:S:1:pos:R:3:mulliken_charge:R:1
C -0.50 -0.60 -2.08 -0.513
C -0.97 0.44 -1.38 -0.239
C 1.12 0.06 1.62 -0.654
N -0.16 0.78 1.35 -0.308
O -0.95 -1.60 0.52 -0.540
S -1.33 -0.19 0.56 0.422
H 0.00 -0.28 -3.03 0.200
H -0.63 -1.65 -1.90 0.296
H -0.68 1.51 -1.66 0.277
H 1.93 0.67 1.18 0.238
H 1.36 -0.04 2.66 0.233
H 0.89 -0.88 1.11 0.314
H -0.08 1.77 1.06 0.275
```

Results
molar mass = 105.16 g/mol
relative energy (zero: lowest compared OMol25 entry of this formula, charge and spin) = 369.5 kJ/mol
frontier orbital gap = 9.316 eV
LUMO = 0.78 eV
HOMO = -8.5 eV
charge = 0
2S+1 = 1

***

[5]
The following is a quantum chemistry calculation of an isolated molecule of C3H7NOS at a distorted geometry, from the Open Molecules 2025 dataset.

```
13
Properties=species:S:1:pos:R:3:mulliken_charge:R:1
C -0.55 1.07 0.31 -0.582
C -0.53 -1.05 -0.18 -0.616
C 1.69 -0.06 0.16 -0.777
N 0.29 -0.04 0.53 -0.108
O -2.96 0.14 -0.76 -0.574
S -2.08 -0.13 0.39 0.393
H -0.58 1.72 1.20 0.365
H -0.51 1.59 -0.65 0.344
H -0.65 -0.95 -1.32 0.299
H -0.30 -2.05 0.16 0.416
H 1.85 -0.10 -1.03 0.279
H 2.22 0.84 0.60 0.300
H 2.11 -0.99 0.60 0.262
```

Results
molar mass = 105.16 g/mol
relative energy (zero: lowest compared OMol25 entry of this formula, charge and spin) = 295.6 kJ/mol
frontier orbital gap = 10.111 eV
LUMO = 0.91 eV
HOMO = -9.2 eV
charge = 0
2S+1 = 1

***

[6]
The following is a quantum chemistry calculation of an isolated molecule of C3H7NOS at a distorted geometry, from the Open Molecules 2025 dataset.

```
13
Properties=species:S:1:pos:R:3:mulliken_charge:R:1
N 0.23 -0.77 1.21 -0.634
C 0.38 0.22 0.14 0.421
C -0.01 1.62 0.58 -0.197
O 0.77 2.53 0.56 -0.447
C -0.38 -0.21 -1.10 -0.955
S 0.39 -1.68 -1.90 -0.212
H -0.71 -0.74 1.60 0.250
H 0.86 -0.53 1.97 0.276
H 1.44 0.29 -0.10 0.315
H -1.03 1.77 0.98 0.325
H -1.43 -0.44 -0.97 0.354
H -0.30 0.56 -1.87 0.370
H -0.21 -2.60 -1.10 0.134
```

Results
molar mass = 105.16 g/mol
relative energy (zero: lowest compared OMol25 entry of this formula, charge and spin) = 115.3 kJ/mol
frontier orbital gap = 9.946 eV
LUMO = 0.77 eV
HOMO = -9.2 eV
charge = 0
2S+1 = 1

***

[7]
The following is a quantum chemistry calculation of C3H7NOS as an isolated structure at a distorted geometry, from the Open Molecules 2025 dataset.

```
13
Properties=species:S:1:pos:R:3:lowdin_spin:R:1
C 0.28 -0.48 1.37 0.036
C 1.04 0.05 -1.03 0.048
C 0.01 0.22 0.03 0.368
N -1.72 -0.23 -0.60 0.708
O -2.39 -0.99 0.02 0.602
S -1.10 1.69 0.06 0.168
H 1.31 -0.56 1.71 0.008
H -0.22 -0.14 2.27 0.002
H -0.13 -1.55 1.32 0.013
H 0.62 -0.14 -1.96 0.013
H 1.69 -0.86 -0.78 0.001
H 1.47 1.03 -1.14 0.015
H -0.85 1.96 -1.28 0.018
```

Results
molar mass = 105.16 g/mol
relative energy (zero: lowest compared OMol25 entry of this formula, charge and spin) = 232.7 kJ/mol
frontier orbital gap (spin up / spin down) = 6.938 / 7.567 eV
<S²> = 2.01
LUMO (spin up / spin down) = 0.76 / -0.98 eV
HOMO (spin up / spin down) = -6.2 / -8.5 eV
charge = 0
2S+1 = 3

***

[8]
The following is a quantum chemistry calculation of an isolated ion of composition C3H7NOS and charge +1 at a distorted geometry, from the Open Molecules 2025 dataset.

```
13
Properties=species:S:1:pos:R:3:lowdin_spin:R:1
O -0.99 1.55 2.78 0.298
C -0.51 1.66 1.66 -0.011
N -0.32 0.47 1.02 0.361
C -0.35 0.14 -0.38 0.075
C 0.67 -1.09 -0.60 0.061
S 0.21 -1.61 -2.27 0.178
H -0.51 2.67 1.08 -0.002
H -0.39 -0.31 1.69 0.003
H -0.03 0.93 -1.05 0.003
H -1.35 -0.21 -0.76 0.026
H 0.43 -1.85 0.23 0.002
H 1.67 -0.57 -0.43 -0.001
H 1.46 -1.77 -2.97 0.006
```

Results
molar mass = 105.16 g/mol
relative energy (zero: lowest compared OMol25 entry of this formula, charge and spin) = 153.9 kJ/mol
frontier orbital gap (spin up / spin down) = 10.400 / 4.290 eV
<S²> = 0.77
LUMO (spin up / spin down) = -4.00 / -9.27 eV
HOMO (spin up / spin down) = -14.4 / -13.6 eV
charge = +1
2S+1 = 2

***

[9]
The following is a quantum chemistry calculation of a 2-piece molecular cluster, C3H7NOS2 overall at a distorted geometry, from the Open Molecules 2025 dataset.

```
14
Properties=species:S:1:pos:R:3:mulliken_charge:R:1
C -0.13 1.32 0.16 -1.131
C 0.83 0.61 -0.35 0.283
N 1.53 -0.29 0.37 -0.280
S 1.89 -1.75 -0.33 -0.126
H -0.24 1.24 1.21 0.288
H -0.72 1.97 -0.57 0.389
H 1.07 0.61 -1.50 0.183
H 1.53 -0.34 1.36 0.255
H 2.50 -1.29 -1.38 0.102
O -1.32 -0.98 -1.46 -0.393
C -2.03 -0.45 -0.67 0.197
S -2.58 -1.33 0.79 -0.212
H -2.48 0.55 -0.61 0.298
H -1.73 -2.35 0.72 0.148
```

Results
molar mass = 137.23 g/mol
relative energy (zero: lowest compared OMol25 entry of this formula, charge and spin) = 318.0 kJ/mol
frontier orbital gap = 8.651 eV
LUMO = 0.65 eV
HOMO = -8.0 eV
charge = 0
2S+1 = 1